Record 1
{
  "formula": "C4H10N2O2",
  "method": "ωB97M-V/def2-TZVPD",
  "elements": ["N", "C", "N", "C", "O", "C", "C", "O", "H", "H", "H", "H", "H", "H", "H", "H", "H", "H"],
  "positions_angstrom": [[1.87279, -1.00473, -2.00707], [1.92900, -1.22688, -0.51708], [1.13961, -0.13621, 0.17035], [-0.17083, -0.19759, -0.32032], [-0.67734, -1.04396, -1.10560], [-1.10100, 0.95332, 0.05087], [-1.73749, 0.45761, 1.29092], [-1.89631, 1.69164, 1.91300], [2.32101, -0.05932, -2.33971], [1.04421, -1.23431, -2.41689], [1.39651, -2.12505, -0.20960], [2.93509, -1.31513, -0.33353], [1.51519, 0.73117, 0.50533], [-0.49346, 1.82838, 0.19195], [-1.85179, 1.25438, -0.61123], [-1.29828, -0.37456, 1.99141], [-2.74529, 0.06534, 0.83805], [-2.18162, 1.73590, 2.90916]],
  "mulliken_charge": [-0.62, -0.43, -0.24, 0.46, -0.66, -0.72, -0.17, -0.50, 0.22, 0.29, 0.28, 0.40, 0.29, 0.30, 0.33, 0.30, 0.19, 0.30],
  "fmax_ha_per_bohr": 0.102,
  "spin_multiplicity": 1,
  "smiles": "NCNC(=O)CCO",
  "homo_lumo_gap_ev": 9.63
}

Record 2
{
  "formula": "HI2PS",
  "method": "ωB97M-V/def2-TZVPD",
  "elements": ["S", "P", "I", "I", "H"],
  "positions_angstrom": [[1.41673, 0.34574, -0.69761], [-0.22189, 0.21401, 0.65962], [-1.74743, -1.89341, 0.03621], [-1.79306, 1.91355, -0.07046], [2.34564, -0.57989, 0.07224]],
  "mulliken_charge": [-0.23, 0.07, -0.10, 0.05, 0.20],
  "fmax_ha_per_bohr": 0.059,
  "spin_multiplicity": 1,
  "smiles": "SP(I)I",
  "homo_lumo_gap_ev": 7.91
}

Record 3
{
  "formula": "C13H19F5NbO",
  "method": "ωB97M-V/def2-TZVPD",
  "elements": ["C", "C", "C", "C", "C", "C", "C", "C", "C", "O", "C", "Nb", "C", "F", "F", "C", "F", "F", "F", "C", "H", "H", "H", "H", "H", "H", "H", "H", "H", "H", "H", "H", "H", "H", "H", "H", "H", "H", "H"],
  "positions_angstrom": [[1.19368, 3.20599, 2.96677], [1.52052, 1.96887, 2.07207], [2.38734, 0.85992, 2.46051], [2.67036, -0.26231, 1.54984], [2.06629, -0.33492, 0.20183], [2.36211, -1.56432, -0.70152], [2.46333, -1.24722, -2.24151], [1.34223, -2.76423, -0.52014], [1.19182, 0.79554, -0.15516], [0.53072, 0.83740, -1.39820], [-0.67900, 0.01069, -1.22018], [-2.61272, 1.25935, -1.20484], [-3.75427, -0.73275, -0.90689], [-5.13625, -0.43723, -1.05159], [-3.40124, -1.64291, -1.91861], [-3.62508, -1.41963, 0.50437], [-4.65370, -2.37278, 0.61434], [-3.82904, -0.56376, 1.55398], [-2.46246, -2.12571, 0.67767], [0.91981, 1.91750, 0.74036], [1.88149, 4.03496, 2.63460], [1.29499, 2.96072, 4.05099], [0.15363, 3.56386, 2.71893], [2.84534, 0.84427, 3.47703], [3.35309, -1.09686, 1.85023], [3.36998, -1.97196, -0.39363], [2.97990, -2.07438, -2.79672], [2.93588, -0.26021, -2.46695], [1.41621, -1.20604, -2.66021], [0.33501, -2.53756, -0.94766], [1.32317, -3.09983, 0.54585], [1.75516, -3.61713, -1.13993], [-0.63749, -0.46430, -0.19064], [-0.74081, -0.84387, -1.94829], [-2.61414, 1.07857, -3.04311], [-4.16350, 2.24446, -1.36183], [-2.53405, 1.51026, 0.59879], [-1.67953, 2.80291, -1.38704], [0.23122, 2.74463, 0.43645]],
  "mulliken_charge": [-1.20, 0.75, -0.62, -0.72, 0.49, 0.30, -1.31, -1.14, 0.43, -0.39, -0.80, -0.84, 0.21, -0.29, -0.29, 0.75, -0.30, -0.25, -0.21, -0.55, 0.26, 0.33, 0.31, 0.28, 0.29, 0.47, 0.39, 0.30, 0.22, 0.22, 0.27, 0.38, 0.60, 0.31, -0.01, 0.04, 0.07, 0.05, 0.20],
  "total_charge": -1,
  "fmax_ha_per_bohr": 0.049,
  "spin_multiplicity": 1,
  "homo_lumo_gap_ev": 6.83
}